(1)
The following is a DFT calculation (ωB97M-V with the def2-TZVPD basis set) of a gas-phase ion, C4H11N2 (charge +1) at a distorted geometry.

Last column: Löwdin charge in e.
Positions of all 17 atoms, in Å:
H 0.35 3.01 -0.34  0.0847
N 0.08 2.07 -0.30  0.1230
C 0.94 1.26 -0.58  -0.0921
C 0.50 -0.34 -0.20  -0.3015
C 0.85 -1.27 -1.31  -0.0427
N -0.86 -0.17 0.31  -0.0449
C -1.21 -0.32 1.70  -0.0311
H 1.98 1.43 -0.80  0.1299
H 1.27 -0.45 0.52  0.1342
H 0.01 -1.18 -2.08  0.1147
H 1.77 -0.77 -1.92  0.1577
H 0.89 -2.26 -1.03  0.0507
H -1.37 -0.75 -0.37  0.1906
H -1.07 0.89 0.19  0.1399
H -0.88 0.45 2.47  0.1319
H -2.31 -0.19 1.73  0.1126
H -0.94 -1.42 2.00  0.1425

E_LUMO = -3.063 eV
Relative energy (zero: lowest compared OMol25 entry of this formula, charge and spin) = 65.4 kcal/mol
Highest occupied orbital energy = -15.2 eV
Total charge = +1
DFT total energy = -268.20074 hartree

(2)
The following is a DFT calculation (ωB97M-V with the def2-TZVPD basis set) of 2 unconnected molecules or ions with the total composition C2H6O3 at a distorted geometry.

Last column: Löwdin charge in e.
Positions of all 11 atoms, in Å:
O 1.70 -1.72 -0.08  0.0950
C 1.50 -0.69 -0.63  -0.3880
O 0.34 -0.39 -1.31  0.0145
H 2.24 0.13 -0.76  0.1380
H -0.14 0.29 -0.80  0.0530
C -1.68 0.98 1.55  -0.1131
O -1.35 1.23 0.17  -0.1359
H -2.75 1.04 1.72  0.0817
H -1.09 1.64 2.18  0.0759
H -1.35 -0.02 1.79  0.0866
H -2.01 1.84 -0.17  0.0922

E_LUMO = 0.521 eV
Relative energy (zero: lowest compared OMol25 entry of this formula, charge and spin) = 33.6 kcal/mol
Highest occupied orbital energy = -10.5 eV
Total charge = 0
DFT total energy = -305.49898 hartree

(3)
The following is a DFT calculation (ωB97M-V with the def2-TZVPD basis set) of a molecular structure, C28H49Cl2N2OSbSi3V at a distorted geometry.

Last column: Löwdin spin population.
Positions of all 87 atoms, in Å:
V -0.60 1.24 0.37  1.8776
C 1.30 2.32 0.22  -0.0008
C 0.25 3.28 0.11  -0.0001
C -0.45 3.29 1.35  -0.0049
C 0.18 2.37 2.22  -0.0083
C 1.26 1.77 1.53  -0.0055
C 2.35 0.97 2.17  0.0005
C -0.10 2.27 3.69  -0.0006
C -1.58 4.19 1.74  -0.0002
C 0.06 4.24 -1.02  0.0018
C 2.41 2.15 -0.77  0.0042
H 3.07 1.65 2.64  -0.0004
H 2.90 0.37 1.44  -0.0001
H 1.97 0.30 2.94  -0.0002
H 0.40 3.10 4.20  -0.0008
H 0.29 1.35 4.12  0.0001
H -1.16 2.35 3.92  -0.0003
H -1.23 4.96 2.43  -0.0004
H -2.38 3.64 2.24  -0.0003
H -2.02 4.69 0.87  0.0001
H 0.71 5.11 -0.88  0.0001
H -0.97 4.61 -1.07  -0.0002
H 0.31 3.80 -1.98  0.0000
H 3.25 2.80 -0.49  0.0001
H 2.10 2.44 -1.77  0.0003
H 2.77 1.13 -0.80  0.0000
Cl -4.94 3.33 -0.02  0.0069
C -3.81 2.98 -1.27  0.0225
C -3.99 3.52 -2.55  -0.0069
C -3.11 3.25 -3.57  0.0204
Cl -3.39 3.92 -5.14  0.0048
C -1.98 2.43 -3.34  -0.0012
C -1.02 2.07 -4.31  0.0300
C 0.02 1.26 -3.92  -0.0046
C 0.13 0.83 -2.60  0.0339
N -0.73 1.17 -1.65  -0.0073
C -1.79 1.94 -2.03  0.0049
C -2.72 2.18 -0.98  -0.0053
O -2.44 1.62 0.16  0.0241
H -4.85 4.16 -2.74  -0.0008
H -1.12 2.42 -5.32  0.0018
H 0.77 0.95 -4.64  -0.0010
H 0.95 0.20 -2.30  0.0014
N -1.77 0.18 2.07  0.0004
H -2.27 1.01 2.40  0.0014
H -1.41 -0.31 2.88  0.0002
H -2.47 -0.40 1.62  0.0023
C -2.82 -2.88 0.52  0.0003
Si -1.50 -2.59 -0.81  0.0054
C -2.33 -1.64 -2.20  0.0006
C -0.82 -4.22 -1.48  0.0016
Sb 0.43 -1.18 0.27  0.0018
Si 0.81 -2.58 2.48  -0.0001
C -0.07 -1.93 4.03  0.0008
C 0.15 -4.33 2.22  -0.0011
C 2.67 -2.64 2.86  0.0002
Si 2.56 -2.08 -1.06  0.0006
C 2.66 -3.94 -0.77  -0.0016
C 4.20 -1.32 -0.51  0.0009
C 2.41 -1.75 -2.93  0.0006
H -3.27 -3.87 0.39  0.0001
H -3.62 -2.15 0.42  0.0001
H -2.43 -2.84 1.54  0.0001
H -3.16 -2.22 -2.60  0.0001
H -1.65 -1.42 -3.03  0.0003
H -2.74 -0.69 -1.84  0.0000
H -1.63 -4.79 -1.94  0.0003
H -0.38 -4.84 -0.69  0.0000
H -0.06 -4.04 -2.24  0.0000
H -1.15 -2.08 4.00  0.0000
H 0.14 -0.87 4.25  0.0000
H 0.31 -2.50 4.88  0.0002
H -0.90 -4.34 1.92  0.0000
H 0.23 -4.89 3.16  -0.0001
H 0.72 -4.87 1.47  0.0000
H 2.93 -1.95 3.66  0.0000
H 3.27 -2.38 1.99  0.0000
H 2.95 -3.64 3.18  0.0001
H 2.17 -4.24 0.16  -0.0002
H 3.70 -4.25 -0.71  -0.0002
H 2.19 -4.49 -1.59  0.0000
H 4.45 -1.56 0.53  0.0000
H 4.25 -0.23 -0.62  0.0000
H 4.99 -1.74 -1.14  0.0002
H 1.41 -1.97 -3.32  0.0001
H 3.12 -2.40 -3.45  0.0001
H 2.67 -0.72 -3.18  0.0000

E_LUMO (alpha / beta) = -2.816 / -3.074 eV
⟨S²⟩ = 2.033
Highest occupied orbital energy (alpha / beta) = -9.9 / -10.4 eV
2S+1 = 3
Total charge = +1
DFT total energy = -4254.22070 hartree

(4)
The following is a DFT calculation (ωB97M-V with the def2-TZVPD basis set) of a molecular structure, C18H31F9GaINO6.

Last column: Löwdin charge in e.
Positions of all 67 atoms, in Å:
C -1.97 -2.07 -4.21  -0.1187
C -1.87 -0.61 -4.69  -0.2560
C -1.09 0.28 -3.72  -0.3930
N -1.85 0.73 -2.57  -0.1507
Ga -1.79 -0.39 -0.99  0.2195
C -1.27 0.67 0.71  -0.8202
I -2.91 1.98 1.25  0.7068
C 0.03 1.45 0.65  -0.4263
C 0.14 2.45 -0.48  -0.1457
H -2.84 -2.21 -3.58  0.0652
H -1.10 -2.30 -3.61  0.0160
H -2.03 -2.75 -5.05  0.0608
H -2.86 -0.18 -4.79  0.0920
H -1.39 -0.61 -5.67  0.0866
H -0.20 -0.24 -3.40  0.0789
H -0.74 1.15 -4.30  0.0852
H -2.79 0.97 -2.84  0.0202
H -0.76 -1.63 -1.14  -0.0542
H -3.27 -1.01 -0.72  -0.0874
H -1.20 -0.06 1.51  -0.0127
H 0.18 1.98 1.59  0.0814
H 0.84 0.71 0.58  0.0755
H 0.96 3.13 -0.28  0.0614
H -0.76 3.04 -0.58  0.0200
H 0.34 1.96 -1.43  0.0543
C 5.52 -1.76 4.64  -0.0623
C 5.50 -1.13 3.26  -0.2015
O 4.43 -1.66 2.46  0.0281
C 3.22 -1.15 2.69  -0.3919
O 2.94 -0.30 3.49  0.1746
C 2.20 -1.80 1.74  -0.5326
F 2.34 -3.14 1.71  0.1528
F 2.39 -1.33 0.49  0.1536
F 0.95 -1.52 2.11  0.1789
H 5.58 -2.84 4.56  0.0822
H 6.38 -1.40 5.20  0.0797
H 4.62 -1.51 5.20  0.0772
H 6.41 -1.36 2.72  0.1230
H 5.41 -0.04 3.32  0.1250
C 0.72 -4.34 -0.88  -0.0654
C -0.27 -4.31 -2.02  -0.2094
O -0.42 -5.62 -2.63  0.0348
C -1.19 -6.49 -1.99  -0.4137
O -1.79 -6.33 -0.97  0.1723
C -1.25 -7.79 -2.80  -0.5309
F -0.02 -8.18 -3.19  0.1521
F -2.00 -7.62 -3.90  0.1562
F -1.78 -8.78 -2.07  0.1583
H 1.68 -4.74 -1.21  0.0853
H 0.87 -3.33 -0.51  0.0399
H 0.36 -4.96 -0.06  0.0811
H 0.08 -3.67 -2.82  0.1062
H -1.24 -3.93 -1.70  0.1097
C -1.87 5.89 0.34  -0.0655
C -1.10 5.54 1.59  -0.1980
O -0.83 6.72 2.40  0.0312
C -1.82 7.16 3.15  -0.4136
O -2.92 6.70 3.27  0.1717
C -1.35 8.39 3.94  -0.5312
F -0.70 9.27 3.15  0.1542
F -0.50 8.01 4.92  0.1558
F -2.38 9.02 4.51  0.1599
H -1.35 6.66 -0.23  0.0816
H -1.99 5.00 -0.27  0.0558
H -2.87 6.27 0.59  0.0780
H -0.12 5.14 1.34  0.1197
H -1.62 4.79 2.19  0.0783

E_LUMO = 2.215 eV
Highest occupied orbital energy = -4.4 eV
Total charge = -1
DFT total energy = -4332.02254 hartree

> What is the total charge in the third record?

+1

> Which value of DFT total energy does entry 4 give?

-4332.02254 hartree